[1]
This record from the Open Molecules 2025 dataset describes C6H11OP in the gas phase. The level of theory is ωB97M-V/def2-TZVPD.

For the HOMO energy, the calculation gives -9.809 eV. The gap between HOMO and LUMO comes out at 10.6 eV. The calculation puts the LUMO energy at 0.7816 eV. The structure (SMILES) is CCC#CP(C)(C)=O.

Last column: Mulliken charge in e.
Geometry (Å):
1 C -3.34199 0.56371 0.82353  -1.04
2 C -2.47367 0.57558 -0.41291  -0.77
3 C -1.08303 0.34897 -0.12569  0.67
4 C 0.05725 0.32100 0.21005  -0.54
5 P 1.80082 0.19007 0.27351  0.82
6 C 2.24224 0.12307 -1.56473  -1.10
7 C 2.25167 -1.46907 0.90826  -1.00
8 O 2.47517 1.26477 1.01622  -0.71
9 H -3.53691 -0.35172 1.36368  0.34
10 H -4.34186 1.02275 0.56384  0.29
11 H -2.91843 1.20492 1.71808  0.28
12 H -2.42971 1.42017 -1.02807  0.38
13 H -2.71467 -0.13225 -1.14264  0.39
14 H 3.24299 0.06173 -1.37662  0.36
15 H 1.83041 -0.83987 -2.02701  0.28
16 H 1.94545 0.84777 -2.28621  0.38
17 H 1.36702 -1.75351 1.35753  0.36
18 H 2.52484 -2.26627 0.15620  0.30
19 H 3.10241 -1.13181 1.57298  0.31

Cartesian forces, eV/Å:
-1.12 2.80 1.88
1.06 -1.01 1.09
-0.73 0.18 0.37
1.51 -0.56 0.37
-0.05 -0.08 -2.40
-3.24 -2.23 0.87
2.23 1.19 -1.57
0.22 0.28 0.31
0.19 -0.76 -0.69
0.95 -0.54 0.40
-0.54 -0.79 -2.10
-0.70 2.12 -0.30
-1.02 -1.68 -0.88
3.13 -0.19 -0.54
0.78 0.94 0.96
-0.09 1.21 0.16
-1.48 -0.97 1.71
-0.08 1.17 0.73
-1.00 -1.10 -0.38

=====

[2]
This record from the Open Molecules 2025 dataset describes a molecular structure, C10H6IrN3OS7Se. The level of theory is ωB97M-V/def2-TZVPD.

For the HOMO energy, the calculation gives -7.291 eV. The gap between HOMO and LUMO comes out at 4.9 eV. The calculation puts the LUMO energy at -2.4271 eV.

Last column: Mulliken charge in e.
Geometry (Å):
1 Ir -0.79360 0.10652 -0.74572  0.90
2 S -2.33400 -4.38874 4.61643  -0.23
3 C -2.05751 -3.28639 3.44349  0.11
4 S -0.72441 -2.16931 3.47888  -0.05
5 C -1.11118 -1.34732 1.98943  0.22
6 C -2.18214 -1.79888 1.30512  -0.07
7 S -2.60090 -1.14127 -0.25267  -0.25
8 S -3.04901 -3.12970 2.02296  -0.09
9 S -0.11164 -0.06349 1.36444  -0.41
10 Se -2.72276 3.81796 -1.52832  0.32
11 N -1.32590 4.90442 -1.51071  -0.75
12 C -0.25027 4.14977 -1.42291  0.64
13 C 1.11145 4.57186 -1.34777  -0.51
14 C 2.05120 3.60683 -1.21110  -0.69
15 C 1.70078 2.22065 -1.12623  0.17
16 N 0.47959 1.79603 -1.21304  -0.24
17 C -0.49563 2.74139 -1.37195  0.89
18 N -1.73750 2.33318 -1.41946  -0.56
19 H 1.35620 5.62530 -1.39139  0.46
20 H 3.10122 3.85637 -1.14399  0.39
21 H 2.45895 1.45636 -0.97924  0.10
22 C 0.68274 -3.94114 0.12073  -0.57
23 O 1.76431 -3.00562 0.28007  -0.28
24 C 1.83331 -1.88427 -0.41710  0.36
25 S 3.15136 -0.93024 -0.23860  -0.33
26 S 0.51802 -1.56027 -1.59104  -0.34
27 H 0.88833 -4.72403 0.84418  0.24
28 H 0.67101 -4.34754 -0.88670  0.35
29 H -0.27202 -3.46843 0.33220  0.25

Cartesian forces, eV/Å:
0.15 -0.20 -0.03
0.00 0.01 -0.01
0.01 -0.04 0.03
-0.08 -0.02 -0.06
0.08 0.09 -0.19
0.10 0.09 -0.15
0.03 -0.12 0.21
0.04 0.01 0.04
-0.14 -0.16 0.27
-0.02 -0.04 -0.04
-0.07 -0.02 -0.02
0.00 -0.13 0.00
0.12 0.11 -0.01
0.13 0.17 -0.01
0.32 -0.23 -0.08
-0.26 -0.23 0.20
0.13 0.26 -0.04
-0.51 0.38 -0.12
0.00 -0.04 0.00
-0.03 0.02 0.00
-0.01 0.00 0.02
-0.01 0.04 0.07
0.06 -0.05 -0.06
-0.04 0.15 0.06
0.04 -0.07 0.02
-0.05 -0.03 -0.11
0.02 0.00 0.02
0.02 -0.01 -0.05
-0.04 0.04 0.00

=====

[3]
This record from the Open Molecules 2025 dataset describes 2 unconnected molecules or ions with the total composition C5H15NO. The level of theory is ωB97M-V/def2-TZVPD.

The net charge is -1. For the HOMO energy (spin up / spin down), the calculation gives 1.135 / -5.518 eV. The gap between HOMO and LUMO (spin up / spin down) comes out at 2.4 / 8.9 eV. The calculation puts the LUMO energy (spin up / spin down) at 3.5487 / 3.4213 eV. The expectation value of S² is 0.750. As for the spin multiplicity: 2.

Last column: Mulliken charge in e.
Geometry (Å):
1 C 0.65042 0.51934 0.78805  -0.45
2 C -0.59587 0.94976 1.57243  -1.65
3 C 0.63413 -0.94466 0.36759  -0.77
4 N -0.29011 -1.18349 -0.73803  0.45
5 C 0.34785 -0.86983 -2.00351  -1.93
6 C -0.82063 -2.54517 -0.71958  -1.17
7 H 1.59274 0.70588 1.32234  0.74
8 H 0.77779 1.19133 -0.05651  -0.44
9 H -0.85618 0.08328 2.19125  0.49
10 H -0.45464 1.89065 2.09463  0.71
11 H -1.35940 1.21255 0.83199  0.20
12 H 0.27530 -1.51116 1.23551  0.48
13 H 1.65531 -1.27077 0.11492  0.32
14 H -0.39509 -1.01699 -2.79509  0.39
15 H 1.17436 -1.56239 -2.23977  0.35
16 H 0.58009 0.19993 -2.02190  0.71
17 H -1.15240 -2.78837 -1.73228  0.37
18 H -0.12092 -3.26194 -0.28592  0.39
19 H -1.75208 -2.53489 -0.14374  0.24
20 H 0.81237 4.13928 0.80470  0.58
21 H -0.61865 4.21345 0.30709  0.63
22 O -0.08440 4.38420 1.10584  -1.66

Cartesian forces, eV/Å:
0.74 0.46 0.22
0.49 -0.22 -0.95
-0.55 0.61 0.20
0.35 -0.46 0.02
-1.00 -0.02 -0.21
-0.71 1.02 -0.12
-0.29 -0.16 0.40
-0.18 -0.02 -0.45
-0.51 0.53 0.25
0.21 -0.14 0.46
-0.25 -0.50 0.23
0.19 -0.16 -0.12
-0.01 -0.20 -0.02
0.05 0.06 -0.03
0.32 0.43 0.10
0.53 -0.29 -0.08
0.37 -0.37 0.06
0.07 -0.34 -0.26
0.17 -0.23 0.34
-0.05 0.02 -0.02
0.03 0.00 -0.02
0.04 -0.04 -0.01

=====

[4]
This record from the Open Molecules 2025 dataset describes 2 unconnected molecules or ions with the total composition C7H9N3O4. The level of theory is ωB97M-V/def2-TZVPD.

For the HOMO energy (spin up / spin down), the calculation gives -9.195 / -9.195 eV. The gap between HOMO and LUMO (spin up / spin down) comes out at 8.8 / 8.8 eV. The calculation puts the LUMO energy (spin up / spin down) at -0.3688 / -0.3693 eV.

Last column: Mulliken charge in e.
Geometry (Å):
1 C 0.50138 -0.46481 0.17431  0.13
2 C -2.21504 0.99787 0.36105  0.11
3 C -1.63337 -0.27933 0.03079  0.12
4 C -3.61822 1.32311 0.35821  0.43
5 C 2.75582 -0.18395 0.07330  -0.51
6 C 2.32255 -1.64329 0.61444  -0.67
7 C 1.25500 1.69081 -0.66242  -0.94
8 N 1.39955 0.57510 0.20166  -0.04
9 N 0.84487 -1.67738 0.28597  -0.57
10 N -2.17518 -1.32940 -0.48646  0.63
11 O -4.66036 1.34819 0.92739  -0.55
12 O -1.50782 -2.46610 -0.39894  -0.45
13 O -3.05152 1.80183 -0.69902  -0.38
14 O -3.38873 -1.31450 -0.76648  -0.67
15 H -1.55144 1.80340 0.94426  0.37
16 H 3.41248 0.47855 0.68726  0.39
17 H 2.92712 -0.27764 -1.00327  0.31
18 H 2.93108 -2.55996 0.32947  0.36
19 H 2.35835 -1.64710 1.67940  0.29
20 H 2.14179 2.32206 -0.42838  0.37
21 H 1.03995 1.44626 -1.67593  0.36
22 H 0.44188 2.41305 -0.30146  0.28
23 H -0.53014 -2.35677 -0.24516  0.63

Cartesian forces, eV/Å:
-4.19 0.26 -0.50
1.86 1.65 0.99
5.62 1.68 0.31
-1.38 -0.23 1.30
-2.00 -0.19 0.91
0.30 0.74 -0.73
-0.66 3.01 1.97
0.25 -2.81 0.56
1.38 0.28 0.15
-1.52 1.26 1.64
0.13 -0.03 -0.33
-1.11 -2.13 -1.41
0.48 0.24 -0.99
1.01 -0.92 -0.37
-1.31 -2.31 -1.34
0.17 -1.23 -0.80
0.66 0.36 0.16
-0.93 1.40 -0.40
0.10 0.14 0.99
-0.29 -0.44 -1.10
0.35 -0.08 -1.00
0.68 -1.29 -0.45
0.38 0.63 0.46